(1)
{"formula": "C2H2BrO2S2", "method": "ωB97M-V/def2-TZVPD", "symbols": ["O", "C", "O", "C", "S", "S", "Br", "H", "H"], "xyz": [[-1.692, -1.735, -1.434], [-0.674, -1.247, -0.968], [0.363, -0.820, -1.487], [-0.670, -1.083, 0.667], [-1.607, 0.426, 1.159], [1.031, -0.961, 1.232], [-1.642, -2.697, 1.296], [-2.904, -0.214, 1.003], [1.228, -0.730, -0.323]], "lowdin_charge": [-0.07, -0.85, -0.08, -1.49, 0.56, 0.48, 0.55, -0.09, 0.00], "e_homo_ev": -4.927, "smiles": "O=C([O-])C(S)(S)Br", "relative_energy_kj_mol": 75.3, "total_charge": -1}

***

(2)
{"formula": "C15H39F2GaO9P3", "method": "ωB97M-V/def2-TZVPD", "symbols": ["O", "P", "Ga", "F", "C", "C", "C", "F", "H", "H", "H", "H", "H", "H", "H", "H", "H", "O", "P", "O", "C", "C", "O", "C", "C", "O", "C", "C", "H", "H", "H", "H", "H", "H", "H", "H", "H", "H", "H", "H", "H", "H", "H", "O", "P", "O", "C", "C", "O", "C", "C", "O", "C", "C", "H", "H", "H", "H", "H", "H", "H", "H", "H", "H", "H", "H", "H", "H", "H"], "xyz": [[3.348, 0.205, 3.154], [2.517, 1.205, 2.382], [2.112, 0.557, 0.109], [0.318, 0.835, -0.221], [3.272, 1.723, -1.062], [4.741, 1.282, -1.154], [5.421, 0.933, 0.158], [5.983, 2.073, 0.740], [1.242, 1.396, 2.987], [3.096, 2.504, 2.373], [2.383, -1.001, -0.100], [2.852, 1.648, -2.074], [3.189, 2.783, -0.808], [4.883, 0.468, -1.867], [5.321, 2.123, -1.559], [6.267, 0.269, -0.048], [4.788, 0.408, 0.876], [-1.036, -0.638, -7.177], [-0.212, 0.282, -6.380], [-0.829, 1.769, -6.453], [-2.221, 1.989, -6.667], [-3.050, 1.811, -5.412], [1.171, 0.482, -7.188], [1.427, -0.208, -8.404], [0.997, 0.615, -9.602], [0.518, 0.310, -4.988], [-0.202, 0.514, -3.751], [-1.071, -0.670, -3.391], [-2.594, 1.345, -7.467], [-2.311, 3.018, -7.020], [-2.925, 0.811, -4.997], [-4.108, 1.964, -5.630], [-2.755, 2.529, -4.645], [0.948, -1.187, -8.407], [2.505, -0.377, -8.439], [-0.055, 0.894, -9.525], [1.145, 0.056, -10.528], [1.575, 1.539, -9.656], [-0.773, 1.442, -3.797], [0.547, 0.652, -2.977], [-1.776, -0.908, -4.194], [-1.630, -0.458, -2.480], [-0.457, -1.555, -3.224], [-1.473, -0.073, 5.169], [-1.387, -1.465, 5.628], [-1.445, -1.497, 7.248], [-2.088, -0.461, 7.982], [-3.596, -0.601, 8.020], [0.084, -1.994, 5.343], [1.077, -1.178, 4.678], [1.888, -0.430, 5.712], [-2.030, -2.885, 5.295], [-3.368, -3.219, 5.669], [-4.404, -2.453, 4.870], [-1.806, 0.518, 7.592], [-1.692, -0.525, 8.998], [-4.015, -0.609, 7.013], [-4.042, 0.228, 8.571], [-3.890, -1.531, 8.512], [0.607, -0.514, 3.958], [1.718, -1.851, 4.113], [1.237, 0.152, 6.369], [2.598, 0.234, 5.225], [2.438, -1.134, 6.340], [-3.502, -3.085, 6.745], [-3.472, -4.286, 5.474], [-4.259, -1.375, 4.961], [-5.410, -2.698, 5.215], [-4.328, -2.702, 3.812]], "lowdin_charge": [-0.60, 0.54, 0.26, -0.43, -0.31, -0.28, -0.24, -0.08, -0.06, -0.05, -0.06, 0.03, 0.04, 0.10, 0.10, 0.11, 0.07, -0.23, 0.43, -0.18, -0.28, -0.07, -0.19, -0.29, -0.08, -0.15, -0.23, -0.07, 0.11, 0.12, 0.06, 0.08, 0.08, 0.10, 0.12, 0.07, 0.07, 0.07, 0.11, 0.10, 0.06, 0.09, 0.09, -0.22, 0.43, -0.18, -0.28, -0.08, -0.19, -0.27, -0.08, -0.16, -0.27, -0.08, 0.11, 0.12, 0.06, 0.08, 0.07, 0.08, 0.12, 0.07, 0.04, 0.08, 0.10, 0.12, 0.06, 0.08, 0.08], "e_homo_ev": -4.887, "total_charge": -1}

***

(3)
{"formula": "C19H19N3O3S", "method": "ωB97M-V/def2-TZVPD", "symbols": ["C", "C", "C", "C", "C", "C", "O", "C", "C", "N", "N", "C", "S", "C", "C", "C", "O", "O", "N", "C", "C", "C", "C", "C", "C", "C", "H", "H", "H", "H", "H", "H", "H", "H", "H", "H", "H", "H", "H", "H", "H", "H", "H", "H", "H"], "xyz": [[6.020, 1.698, 0.621], [4.752, 0.914, 0.472], [4.410, -0.051, 1.416], [3.240, -0.770, 1.281], [2.385, -0.546, 0.214], [2.710, 0.421, -0.728], [1.965, 0.729, -1.833], [0.666, 0.203, -1.937], [-0.229, 0.672, -0.838], [-0.342, 1.904, -0.432], [-1.205, 1.939, 0.591], [-1.613, 0.719, 0.804], [-2.855, 0.247, 1.924], [-3.942, 1.696, 1.691], [-4.619, 1.680, 0.322], [-3.630, 1.995, -0.783], [-3.193, 1.192, -1.568], [-3.313, 3.284, -0.795], [-1.020, -0.147, -0.072], [-1.247, -1.529, -0.182], [-1.097, -2.339, 0.937], [-1.323, -3.698, 0.825], [-1.695, -4.245, -0.392], [-1.856, -3.429, -1.501], [-1.636, -2.067, -1.402], [3.896, 1.140, -0.590], [6.865, 1.031, 0.782], [5.950, 2.361, 1.484], [6.210, 2.301, -0.262], [5.065, -0.236, 2.255], [2.981, -1.522, 2.012], [1.487, -1.139, 0.132], [0.679, -0.896, -1.965], [0.292, 0.578, -2.895], [-3.329, 2.586, 1.821], [-4.683, 1.625, 2.486], [-5.391, 2.452, 0.310], [-5.068, 0.704, 0.132], [-2.577, 3.464, -1.402], [-0.806, -1.900, 1.880], [-1.207, -4.331, 1.691], [-1.868, -5.307, -0.476], [-2.161, -3.852, -2.446], [-1.791, -1.412, -2.246], [4.125, 1.883, -1.338]], "lowdin_charge": [-0.05, -0.28, -0.06, -0.08, -0.02, -0.25, -0.03, -0.11, -0.28, 0.11, 0.04, -0.63, 0.99, -0.43, -0.15, -0.57, 0.09, 0.11, 0.04, -0.24, -0.04, -0.07, -0.08, -0.07, -0.01, 0.04, 0.08, 0.08, 0.07, 0.11, 0.10, 0.09, 0.13, 0.14, 0.08, 0.08, 0.12, 0.12, 0.13, 0.11, 0.11, 0.10, 0.11, 0.12, 0.12], "e_homo_ev": -8.438, "smiles": "Cc1cccc(OCc2nnc(SCCC(=O)O)n2-c2ccccc2)c1", "relative_energy_kj_mol": 153.6, "total_charge": 0}